# C14H26N7O5

2 unconnected molecules or ions with the total composition C14H26N7O5 at a distorted geometry (the ωB97M-V functional and the def2-TZVPD basis, the Open Molecules 2025 dataset).

As for the net charge: +1. The HOMO energy comes out at -11.6 eV. For the energy above the lowest of the compared OMol25 structures with the same formula, charge and spin, the calculation gives 0.2417 eV. For the HOMO-LUMO gap, the calculation gives 8.74 eV. As for the LUMO energy: -2.91 eV.

CARTESIAN COORDINATES (ANGSTROEM)
O -2.899 -0.761 -5.634
O -1.474 -4.186 -3.199
O -3.360 -1.542 3.767
O 0.062 2.272 4.052
O 0.896 1.061 -5.380
C -1.977 -1.322 -5.074
C -1.248 -3.168 -3.814
C -2.542 -0.645 3.666
C -0.085 1.140 4.497
C 0.397 -1.590 -4.600
C -0.601 -0.830 -5.168
C 2.447 0.183 -1.852
N 1.919 1.145 -2.558
N -2.261 -2.431 -4.337
N 0.052 -2.745 -3.895
N -0.345 0.895 5.785
N 2.352 0.144 -0.533
N -1.238 -0.951 3.688
N 3.088 -0.750 -2.497
C -3.024 0.787 3.524
C -0.314 0.464 -5.883
C -0.460 1.919 6.824
C 1.820 1.220 0.331
C 1.638 0.781 1.794
C 0.224 0.232 2.069
C -0.044 -0.083 3.561
H 1.088 1.857 -5.916
H 1.434 -1.287 -4.710
H 1.817 1.071 -3.562
H 1.426 1.876 -2.078
H -3.181 -2.842 -4.408
H 0.741 -3.456 -3.671
H -0.507 -0.063 6.051
H 2.754 -0.650 -0.065
H -1.084 -1.945 3.778
H 3.277 -0.617 -3.474
H 3.539 -1.493 -1.993
H -2.498 1.293 2.720
H -2.875 1.319 4.460
H -4.089 0.773 3.295
H -0.234 0.275 -6.960
H -1.145 1.165 -5.735
H -0.227 1.490 7.801
H -1.476 2.317 6.845
H 0.232 2.740 6.624
H 2.529 2.050 0.317
H 0.866 1.589 -0.052
H 1.814 1.657 2.415
H 2.388 0.033 2.056
H -0.509 0.960 1.722
H 0.094 -0.681 1.486
H 0.803 -0.670 3.916



# C14H26O3P2Rh

A molecular structure, C14H26O3P2Rh at a distorted geometry (the ωB97M-V functional and the def2-TZVPD basis, the Open Molecules 2025 dataset).

As for the net charge: +1. The HOMO energy (spin up / spin down) comes out at -8.5 / -11.7 eV. For the energy above the lowest of the compared OMol25 structures with the same formula, charge and spin, the calculation gives 4.5054 eV. For the HOMO-LUMO gap (spin up / spin down), the calculation gives 4.95 / 5.66 eV. Its multiplicity is 5. As for the LUMO energy (spin up / spin down): -3.59 / -6.05 eV.

CARTESIAN COORDINATES (ANGSTROEM)
Rh 0.868 1.026 -1.620
H -1.115 0.456 2.864
H -1.684 -3.230 1.694
P -0.349 1.663 1.117
P 1.844 -1.032 -1.270
C 1.441 -1.730 -2.876
H 2.193 -2.418 -3.236
H 0.496 -2.246 -2.785
H 1.325 -0.930 -3.599
C 3.642 -0.703 -1.259
H 4.030 -0.729 -0.245
H 4.207 -1.424 -1.856
H 3.837 0.299 -1.659
C 1.642 -2.343 -0.078
H 0.619 -2.604 -0.044
H 2.210 -3.201 -0.320
H 1.947 -2.003 0.885
C 0.895 3.204 1.270
H 0.553 4.204 1.639
H 1.717 2.919 1.945
H 1.371 3.397 0.291
C -1.768 2.849 0.437
H -2.689 2.245 0.377
H -2.063 3.790 0.995
H -1.571 3.186 -0.606
C -0.900 1.740 3.046
H -0.014 1.333 3.508
H -1.233 2.651 3.522
H -1.693 1.010 2.980
C -0.880 0.263 -1.769
O -2.001 0.029 -2.158
H 1.983 1.341 -2.335
O -2.392 -3.588 1.220
C -2.436 -3.249 0.005
O -1.523 -2.553 -0.548
C -3.618 -3.736 -0.739
C -3.833 -3.351 -2.052
C -4.942 -3.894 -2.731
C -5.809 -4.794 -2.060
C -5.588 -5.172 -0.728
C -4.482 -4.643 -0.083
H -3.183 -2.688 -2.522
H -5.130 -3.611 -3.808
H -6.697 -5.213 -2.646
H -6.229 -5.830 -0.249
H -4.252 -4.931 0.953



Repeat the second record exactly.
# C14H26O3P2Rh

A molecular structure, C14H26O3P2Rh at a distorted geometry (the ωB97M-V functional and the def2-TZVPD basis, the Open Molecules 2025 dataset).

As for the net charge: +1. The HOMO energy (spin up / spin down) comes out at -8.5 / -11.7 eV. For the energy above the lowest of the compared OMol25 structures with the same formula, charge and spin, the calculation gives 4.5054 eV. For the HOMO-LUMO gap (spin up / spin down), the calculation gives 4.95 / 5.66 eV. Its multiplicity is 5. As for the LUMO energy (spin up / spin down): -3.59 / -6.05 eV.

CARTESIAN COORDINATES (ANGSTROEM)
Rh 0.868 1.026 -1.620
H -1.115 0.456 2.864
H -1.684 -3.230 1.694
P -0.349 1.663 1.117
P 1.844 -1.032 -1.270
C 1.441 -1.730 -2.876
H 2.193 -2.418 -3.236
H 0.496 -2.246 -2.785
H 1.325 -0.930 -3.599
C 3.642 -0.703 -1.259
H 4.030 -0.729 -0.245
H 4.207 -1.424 -1.856
H 3.837 0.299 -1.659
C 1.642 -2.343 -0.078
H 0.619 -2.604 -0.044
H 2.210 -3.201 -0.320
H 1.947 -2.003 0.885
C 0.895 3.204 1.270
H 0.553 4.204 1.639
H 1.717 2.919 1.945
H 1.371 3.397 0.291
C -1.768 2.849 0.437
H -2.689 2.245 0.377
H -2.063 3.790 0.995
H -1.571 3.186 -0.606
C -0.900 1.740 3.046
H -0.014 1.333 3.508
H -1.233 2.651 3.522
H -1.693 1.010 2.980
C -0.880 0.263 -1.769
O -2.001 0.029 -2.158
H 1.983 1.341 -2.335
O -2.392 -3.588 1.220
C -2.436 -3.249 0.005
O -1.523 -2.553 -0.548
C -3.618 -3.736 -0.739
C -3.833 -3.351 -2.052
C -4.942 -3.894 -2.731
C -5.809 -4.794 -2.060
C -5.588 -5.172 -0.728
C -4.482 -4.643 -0.083
H -3.183 -2.688 -2.522
H -5.130 -3.611 -3.808
H -6.697 -5.213 -2.646
H -6.229 -5.830 -0.249
H -4.252 -4.931 0.953



Which formula does entry 1 have?
C14H26N7O5



Which formula does entry 1 have?
C14H26N7O5